{"formula": "H4O2", "method": "ωB97M-V/def2-TZVPD", "elements": ["H", "H", "H", "H", "O", "O"], "coordinates": [[0.512, -2.102, -0.959], [0.222, -1.284, 0.136], [-0.055, 1.804, 1.107], [-0.449, 1.118, -0.273], [0.701, -1.169, -0.673], [-0.730, 1.227, 0.671]], "e_above_lowest_kcal_mol": 5.8, "multiplicity": 1, "smiles": "O.O", "homo_lumo_gap_ev": 12.33}

=====

{"formula": "H4O2", "method": "ωB97M-V/def2-TZVPD", "elements": ["H", "H", "O", "H", "H", "O"], "coordinates": [[2.162, -4.218, 2.073], [0.840, -4.872, 1.786], [1.648, -4.527, 1.343], [-2.380, 4.666, -1.859], [-1.448, 3.684, -1.261], [-1.533, 4.625, -1.417]], "e_above_lowest_kcal_mol": 5.6, "multiplicity": 1, "smiles": "O.O", "homo_lumo_gap_ev": 12.70}

=====

{"formula": "H4O2", "method": "ωB97M-V/def2-TZVPD", "elements": ["O", "H", "H", "O", "H", "H"], "coordinates": [[-3.009, -25.175, 21.353], [-2.941, -25.650, 20.515], [-2.801, -25.829, 22.029], [-1.115, -22.779, 20.796], [-1.840, -23.415, 20.890], [-0.511, -23.183, 20.165]], "e_above_lowest_kcal_mol": 1.4, "multiplicity": 1, "smiles": "O.O", "homo_lumo_gap_ev": 11.68}

=====

{"formula": "H4O2", "method": "ωB97M-V/def2-TZVPD", "elements": ["H", "H", "H", "H", "O", "O"], "coordinates": [[-1.996, -0.565, 0.146], [-0.533, -0.375, -0.179], [0.959, 0.755, 0.306], [1.882, -0.446, 0.517], [-1.351, 0.096, 0.002], [1.312, -0.017, -0.100]], "e_above_lowest_kcal_mol": 2.3, "multiplicity": 1, "smiles": "O.O", "homo_lumo_gap_ev": 12.14}

=====

{"formula": "H4O2", "method": "ωB97M-V/def2-TZVPD", "elements": ["H", "H", "H", "H", "O", "O"], "coordinates": [[-0.413, -1.242, 0.952], [-1.645, -0.315, 0.840], [1.853, 0.445, -0.744], [0.314, 0.667, -0.499], [-1.227, -1.063, 0.393], [1.213, 1.119, -0.461]], "e_above_lowest_kcal_mol": 4.2, "multiplicity": 1, "smiles": "O.O", "homo_lumo_gap_ev": 12.15}

=====

{"formula": "H4O2", "method": "ωB97M-V/def2-TZVPD", "elements": ["H", "H", "H", "H", "O", "O"], "coordinates": [[-2.103, -0.376, 0.589], [-0.810, -0.198, -0.163], [1.853, -0.585, -0.382], [1.627, 0.924, 0.062], [-1.770, 0.166, -0.121], [1.204, 0.068, 0.015]], "e_above_lowest_kcal_mol": 4.3, "multiplicity": 1, "smiles": "O.O", "homo_lumo_gap_ev": 11.50}

=====

{"formula": "H4O2", "method": "ωB97M-V/def2-TZVPD", "elements": ["O", "H", "H", "O", "H", "H"], "coordinates": [[0.037, 1.473, -0.653], [0.063, 0.523, -0.533], [-0.274, 1.811, 0.187], [-0.087, -1.055, 0.040], [-0.485, -1.815, 0.464], [0.747, -0.936, 0.495]], "charge": 1, "e_above_lowest_kcal_mol": 23.5, "multiplicity": 2, "homo_lumo_gap_ev": [13.34, 5.67]}

=====

{"formula": "H4O2Si2", "method": "ωB97M-V/def2-TZVPD", "elements": ["O", "O", "Si", "Si", "H", "H", "H", "H"], "coordinates": [[0.772, -0.690, -0.456], [-2.141, 1.279, 0.122], [-2.197, -0.199, -0.027], [1.384, 0.666, -0.078], [-2.658, -1.076, -1.141], [-1.569, -1.126, 0.927], [1.969, 0.929, 1.281], [1.809, 1.494, -1.157]], "e_above_lowest_kcal_mol": 108.1, "multiplicity": 1, "smiles": "O=[SiH2].O=[SiH2]", "homo_lumo_gap_ev": 9.76}

=====

{"formula": "H4O3SSi", "method": "ωB97M-V/def2-TZVPD", "elements": ["O", "O", "O", "Si", "S", "H", "H", "H", "H"], "coordinates": [[-0.511, 0.315, 1.342], [-0.710, 1.086, -1.251], [-0.381, -1.406, -0.913], [0.024, 0.072, -0.193], [2.131, 0.281, 0.381], [-1.449, 0.769, 1.407], [-0.484, 0.939, -2.252], [-0.231, -2.122, -0.246], [1.611, 0.066, 1.726]], "e_above_lowest_kcal_mol": 9.4, "multiplicity": 1, "smiles": "O[Si](O)(O)S", "homo_lumo_gap_ev": 9.80}

=====

{"formula": "H4O5PS", "method": "ωB97M-V/def2-TZVPD", "elements": ["O", "O", "O", "O", "O", "P", "S", "H", "H", "H", "H"], "coordinates": [[0.360, 1.199, 1.510], [2.397, -0.165, 1.770], [0.439, 0.639, -1.715], [-1.100, -1.581, -1.367], [-1.615, 0.122, 0.455], [-1.238, -1.441, 0.130], [1.417, 0.401, 0.844], [-0.023, -0.170, -1.768], [-0.058, 1.257, -1.241], [-0.817, 0.691, 0.939], [0.238, -0.953, 0.443]], "charge": -1, "e_above_lowest_kcal_mol": 37.6, "multiplicity": 1, "homo_lumo_gap_ev": [7.52, 7.53]}

=====

{"formula": "H4OP2", "method": "ωB97M-V/def2-TZVPD", "elements": ["O", "P", "P", "H", "H", "H", "H"], "coordinates": [[1.927, -0.405, 0.287], [-0.940, -1.033, -0.016], [0.791, 0.321, -0.219], [-2.540, -0.144, -0.121], [-0.731, -0.830, 1.470], [0.602, 1.525, 0.327], [0.891, 0.566, -1.728]], "e_above_lowest_kcal_mol": 25.1, "multiplicity": 1, "homo_lumo_gap_ev": 10.23}

=====

{"formula": "H4OP2S", "method": "ωB97M-V/def2-TZVPD", "elements": ["O", "P", "P", "S", "H", "H", "H", "H"], "coordinates": [[0.416, 1.489, 0.534], [-1.568, -0.183, -0.760], [0.252, -0.119, 0.440], [1.882, -1.015, -0.124], [1.304, 1.774, 0.786], [-1.453, -1.565, -0.911], [-0.756, 0.058, -1.875], [-0.077, -0.439, 1.911]], "e_above_lowest_kcal_mol": 1.8, "multiplicity": 3, "homo_lumo_gap_ev": [5.13, 6.62]}